Computed, not measured: a molecular structure, C33H33N7O4SSeTeZr, with ωB97M-V with the def2-TZVPD basis set.

Each line ends with the Mulliken charge.
Positions of all 81 atoms, in Å:
Zr: -0.139 -0.346 0.387  0.6342
C: 5.404 -1.192 1.601  -0.5859
C: 4.413 -1.876 2.291  -1.0063
C: 3.159 -2.077 1.726  0.1046
C: 2.888 -1.579 0.458  -1.7191
C: 3.892 -0.909 -0.242  0.8949
C: 5.142 -0.714 0.323  -1.0930
N: 1.590 -1.727 -0.131  1.5761
C: 1.499 -2.661 -1.104  0.9931
C: 2.566 -3.518 -1.513  -1.4516
C: 2.380 -4.431 -2.509  -0.6321
C: 1.145 -4.574 -3.183  -0.8047
C: 0.098 -3.788 -2.811  -0.6086
C: 0.267 -2.834 -1.783  0.3291
N: -0.748 -2.044 -1.309  1.5815
N: -1.884 -2.159 -1.836  -1.5672
C: -2.853 -1.360 -1.209  -0.1563
C: -4.180 -1.534 -1.569  -0.6551
C: -5.143 -0.822 -0.880  -0.3521
C: -4.747 0.026 0.146  -0.9365
C: -3.399 0.155 0.416  -0.1151
N: -2.459 -0.506 -0.265  0.4896
H: 6.376 -1.038 2.051  0.4113
H: 4.613 -2.262 3.282  0.4528
H: 2.385 -2.611 2.259  0.6538
H: 3.690 -0.562 -1.249  0.6908
H: 5.910 -0.193 -0.235  0.4271
H: 3.518 -3.457 -1.007  0.3679
H: 3.208 -5.073 -2.785  0.4061
H: 1.033 -5.311 -3.966  0.3987
H: -0.874 -3.877 -3.275  0.4796
H: -4.423 -2.235 -2.354  0.5530
H: -6.190 -0.938 -1.124  0.4035
H: -5.466 0.582 0.728  0.4988
H: -3.047 0.802 1.207  0.3678
N: 0.535 0.372 -1.875  -0.1135
C: 1.024 1.722 -2.250  -0.8816
C: 2.236 2.150 -1.441  -0.8340
C: 1.963 2.432 0.027  -0.5527
N: 1.599 1.223 0.798  0.6395
H: 1.250 -0.314 -2.108  0.3010
H: -0.252 0.153 -2.482  0.2685
H: 0.204 2.426 -2.113  0.3122
H: 1.288 1.726 -3.311  0.5337
H: 2.617 3.069 -1.892  0.5430
H: 3.035 1.409 -1.534  0.1705
H: 1.152 3.151 0.127  0.1950
H: 2.846 2.891 0.480  0.5034
H: 1.354 1.532 1.739  0.1437
H: 2.431 0.649 0.938  -0.0492
O: -0.866 -1.050 4.125  -0.6813
S: -0.259 -1.579 2.940  1.1359
O: 0.357 -2.870 3.049  -0.7256
O: 0.723 -0.548 2.340  -0.6347
O: -1.244 -1.544 1.739  -0.6120
Te: -1.401 2.073 3.956  0.5643
C: 0.216 3.322 3.408  0.1146
C: 1.488 2.889 3.791  -0.7409
C: 2.613 3.626 3.449  -0.4174
C: 2.478 4.810 2.732  -0.6068
C: 1.215 5.236 2.350  -0.6209
C: 0.086 4.495 2.677  -0.2000
C: -2.921 3.536 3.824  -0.2812
C: -3.562 3.788 2.615  0.3808
C: -4.561 4.750 2.536  -0.8318
C: -4.932 5.457 3.669  -0.4065
C: -4.303 5.205 4.881  -0.5732
C: -3.300 4.248 4.959  -0.5663
H: 1.603 1.976 4.366  0.4690
H: 3.592 3.282 3.757  0.4455
H: 3.352 5.395 2.475  0.3979
H: 1.100 6.151 1.781  0.3794
H: -0.890 4.831 2.352  0.6130
H: -3.274 3.247 1.724  0.3204
H: -5.038 4.947 1.584  0.4273
H: -5.712 6.206 3.609  0.3755
H: -4.592 5.754 5.768  0.3752
H: -2.808 4.057 5.904  0.3987
Se: -1.666 4.513 -0.538  -0.0815
C: -1.303 2.828 -0.158  0.0814
N: -1.023 1.716 0.078  -0.7092

Values from the calculation:
HOMO level = -7.51 eV
LUMO = -0.0632 Ha
F_max = 0.40 eV/A
energy relative to the best compared isomer or geometry (same formula, charge and spin) = 0.0 kcal per mole

Computed, not measured: a molecular structure, C33H34AsCoGeN7S4, with ωB97M-V with the def2-TZVPD basis set.

Each line ends with the Mulliken spin population.
Positions of all 81 atoms, in Å:
Co: -0.250 -0.143 -0.342  1.0288
C: 2.105 3.663 0.017  -0.0019
C: 1.912 3.987 1.357  -0.0014
C: 1.231 3.095 2.157  -0.0053
C: 0.749 1.906 1.604  -0.0014
N: 0.897 1.628 0.295  0.0020
C: 1.568 2.484 -0.461  0.0059
C: 0.088 0.864 2.375  0.0052
C: 0.169 0.747 3.761  0.0068
C: -0.443 -0.328 4.380  -0.0094
C: -1.079 -1.286 3.604  0.0056
C: -1.103 -1.134 2.224  0.0080
N: -0.551 -0.058 1.633  -0.0169
C: -1.704 -2.079 1.288  0.0074
C: -2.140 -3.351 1.654  -0.0040
C: -2.661 -4.192 0.689  -0.0001
C: -2.795 -3.708 -0.606  -0.0008
C: -2.367 -2.423 -0.884  0.0061
N: -1.781 -1.638 0.017  0.0100
H: 2.652 4.318 -0.643  0.0002
H: 2.290 4.914 1.761  -0.0001
H: 1.065 3.310 3.200  0.0000
H: 1.694 2.207 -1.501  -0.0020
H: 0.717 1.469 4.342  -0.0002
H: -0.413 -0.433 5.453  -0.0008
H: -1.543 -2.138 4.070  0.0012
H: -2.049 -3.677 2.677  0.0003
H: -2.975 -5.193 0.941  -0.0002
H: -3.215 -4.314 -1.391  0.0000
H: -2.517 -2.011 -1.874  0.0014
S: 0.616 0.526 -4.333  -0.0224
As: -0.371 -1.584 -4.821  -0.0092
S: 0.087 -1.930 -2.441  0.0144
S: 0.991 -0.109 -2.346  -0.0034
S: -2.416 -1.324 -4.913  -0.0162
Ge: 1.624 -1.534 0.290  0.0609
C: 2.688 -2.703 -0.929  -0.0142
C: 2.348 -4.049 -0.968  -0.0092
C: 2.921 -4.908 -1.888  0.0006
C: 3.840 -4.420 -2.803  -0.0059
C: 4.188 -3.080 -2.778  0.0029
C: 3.614 -2.228 -1.848  -0.0030
C: 2.849 -0.664 1.613  -0.0273
C: 2.863 -1.131 2.920  -0.0025
C: 3.634 -0.520 3.891  -0.0005
C: 4.386 0.598 3.574  -0.0034
C: 4.391 1.072 2.273  0.0016
C: 3.637 0.436 1.303  -0.0135
H: 1.042 -2.650 1.219  -0.0037
H: 1.605 -4.415 -0.273  -0.0033
H: 2.632 -5.951 -1.902  0.0001
H: 4.268 -5.080 -3.544  -0.0005
H: 4.897 -2.697 -3.500  0.0000
H: 3.880 -1.180 -1.853  -0.0015
H: 2.262 -1.995 3.170  0.0017
H: 3.646 -0.921 4.895  0.0001
H: 4.975 1.091 4.333  -0.0002
H: 4.982 1.941 2.018  0.0000
H: 3.657 0.812 0.290  -0.0029
C: -2.076 1.486 -2.501  0.0015
N: -3.132 2.376 -2.936  -0.0005
C: -4.392 1.919 -2.373  -0.0005
N: -4.344 1.908 -0.912  -0.0004
C: -3.274 1.018 -0.500  -0.0039
N: -1.957 1.428 -1.029  0.0270
C: -1.722 2.812 -0.575  -0.0046
N: -2.768 3.730 -0.984  -0.0010
C: -2.849 3.711 -2.444  -0.0013
C: -4.039 3.255 -0.450  -0.0003
H: -1.135 1.853 -2.919  -0.0005
H: -2.291 0.487 -2.890  -0.0011
H: -4.593 0.906 -2.732  0.0000
H: -5.199 2.580 -2.698  0.0000
H: -3.506 0.017 -0.867  -0.0010
H: -3.227 0.999 0.593  0.0003
H: -0.783 3.174 -1.000  0.0011
H: -1.657 2.822 0.518  0.0012
H: -1.891 4.040 -2.857  -0.0001
H: -3.636 4.398 -2.767  0.0001
H: -4.834 3.934 -0.770  0.0001
H: -3.986 3.254 0.644  -0.0001

Values from the calculation:
HOMO level (alpha / beta) = -6.59 / -6.62 eV
expectation value of S² = 0.9028
LUMO (alpha / beta) = -0.0397 / -0.0322 Ha
F_max = 1.95 eV/A
energy relative to the best compared isomer or geometry (same formula, charge and spin) = 24.7 kcal per mole
multiplicity = 2

Computed, not measured: a molecular structure, C33H34AuN2OP2, with ωB97M-V with the def2-TZVPD basis set.

Each line ends with the Mulliken spin population.
Positions of all 73 atoms, in Å:
Au: -1.413 0.230 -1.411  0.3185
O: -0.562 0.132 -3.622  0.0114
C: -0.744 -1.128 -4.315  0.0034
C: -2.167 -1.318 -4.814  -0.0065
C: -3.233 -1.104 -3.730  0.0125
C: -3.164 -2.062 -2.576  0.0052
C: -3.682 -3.351 -2.687  0.0096
C: -3.700 -4.182 -1.583  -0.0058
C: -3.228 -3.707 -0.364  0.0096
C: -2.705 -2.433 -0.318  -0.0018
N: -2.651 -1.656 -1.406  0.1180
H: -0.769 0.855 -4.230  -0.0013
H: -0.468 -1.899 -3.594  -0.0004
H: -0.048 -1.180 -5.152  -0.0012
H: -2.241 -2.323 -5.234  0.0010
H: -2.372 -0.618 -5.627  0.0002
H: -4.214 -1.206 -4.194  -0.0023
H: -3.168 -0.081 -3.343  -0.0005
H: -4.089 -3.672 -3.636  0.0024
H: -4.103 -5.184 -1.662  0.0008
H: -3.274 -4.308 0.533  0.0000
H: -2.340 -2.009 0.611  0.0090
C: 1.564 2.919 0.110  0.0349
N: 1.132 1.496 0.337  0.1864
P: -0.569 1.280 0.499  0.1850
C: -0.962 0.351 1.979  0.0680
C: -0.057 -0.135 2.921  -0.0065
C: -0.543 -0.767 4.051  0.0089
C: -1.916 -0.940 4.231  0.0430
C: -2.819 -0.463 3.286  -0.0116
C: -2.347 0.174 2.154  0.0446
C: -1.229 2.920 0.861  0.0056
C: -0.945 3.427 2.136  0.0244
C: -1.357 4.709 2.450  0.0041
C: -2.063 5.465 1.521  0.0033
C: -2.355 4.950 0.264  0.0159
C: -1.939 3.671 -0.071  0.0093
P: 2.355 0.500 -0.376  0.5255
C: 2.137 -1.270 -0.291  0.0765
C: 3.246 -1.949 -0.831  0.0642
C: 3.256 -3.329 -0.882  -0.0246
C: 2.158 -4.040 -0.415  0.0709
C: 1.054 -3.373 0.112  0.0048
C: 1.026 -1.991 0.157  -0.0029
C: 3.878 0.912 0.530  0.1274
C: 4.716 1.959 0.151  0.0120
C: 5.798 2.288 0.950  0.0056
C: 6.054 1.554 2.103  0.0141
C: 5.240 0.484 2.452  0.0050
C: 4.158 0.136 1.662  0.0207
H: 1.664 3.439 1.060  0.0097
H: 0.862 3.457 -0.521  -0.0120
H: 2.529 2.937 -0.389  -0.0094
H: 1.009 0.006 2.783  0.0036
H: 0.144 -1.133 4.802  0.0004
H: -2.282 -1.443 5.116  0.0001
H: -3.883 -0.588 3.435  0.0000
H: -3.043 0.558 1.415  0.0029
H: -0.400 2.832 2.858  -0.0011
H: -1.146 5.108 3.433  0.0011
H: -2.403 6.457 1.787  0.0000
H: -2.908 5.543 -0.451  0.0003
H: -2.160 3.274 -1.056  0.0001
H: 4.097 -1.382 -1.192  0.0020
H: 4.115 -3.851 -1.282  0.0006
H: 2.159 -5.121 -0.464  0.0012
H: 0.219 -3.938 0.501  0.0019
H: 0.177 -1.490 0.589  -0.0010
H: 4.564 2.499 -0.777  -0.0032
H: 6.453 3.100 0.665  0.0000
H: 6.908 1.803 2.718  0.0003
H: 5.453 -0.096 3.341  0.0021
H: 3.536 -0.706 1.933  0.0038

Values from the calculation:
HOMO level (alpha / beta) = -17.00 / -17.18 eV
expectation value of S² = 2.0182
LUMO (alpha / beta) = -0.3050 / -0.4601 Ha
F_max = 1.04 eV/A
charge = +3
multiplicity = 3

Q: Among the records above, which one has the highest F_max?
A: C33H34AsCoGeN7S4

Q: What is the F_max in the first record?
A: 0.40 eV/A

Q: Which of these has the lowest F_max?
A: C33H33N7O4SSeTeZr